[1]
ORCA calculation (ωB97M-V/def2-TZVPD) on 2 unconnected molecules or ions with the total composition C3H9NO2 in a non-equilibrium geometry.

Computed properties:
HOMO energy (eV): -9.606
Energy above the lowest of the compared OMol25 structures with the same formula, charge and spin (kcal per mole): 50.7
Calculated total energy (hartree): -324.89183

Geometry as ORCA input:
```
! RIJCOSX wB97M-V def2-TZVPD def2/J DEFGRID3
* xyz 0 1
H -3.437 -0.430 -0.738
C 0.528 1.407 0.043
H -2.135 -1.665 -0.048
O 0.198 -0.897 0.109
H 2.522 -1.076 0.130
C -0.381 0.201 0.046
H -1.951 1.294 0.244
H 4.144 -1.015 0.033
H 1.044 1.611 -0.966
H -0.120 2.214 0.444
H -2.983 -0.685 1.023
O 3.317 -0.321 -0.104
N -1.642 0.376 -0.133
H 1.221 1.008 0.809
C -2.635 -0.632 -0.096
*
```

[2]
ORCA calculation (ωB97M-V/def2-TZVPD) on a molecular structure, C53H62N4O2PSSeTl.

Computed properties:
HOMO energy (eV): -1.761
Calculated total energy (hartree): -5739.82517

Geometry as ORCA input:
```
! RIJCOSX wB97M-V def2-TZVPD def2/J DEFGRID3
* xyz -2 1
H 3.829 -1.403 6.285
H -2.906 -1.956 0.572
C -1.126 0.347 4.541
H -7.162 5.516 -3.900
H 2.072 -4.718 6.433
H 4.565 3.406 2.154
C -0.540 -3.027 -3.401
C -0.110 1.500 -6.247
H -4.284 2.404 -3.271
H -1.670 2.357 -7.463
C -5.141 6.147 -3.539
H -3.927 2.156 -0.212
C 1.794 -7.011 -1.092
Tl 0.336 1.859 -1.223
H -1.599 1.571 6.272
C -1.828 1.380 3.652
H 2.519 -7.017 1.528
H 0.419 4.604 -4.392
C 0.777 -1.916 -1.487
H -1.684 5.995 -0.938
H 3.514 -4.188 3.816
H -1.529 -4.257 -4.859
H 0.710 -7.047 -0.967
H 0.405 -1.213 -4.090
C 2.599 -2.913 5.325
H -1.396 -5.038 -3.278
H 2.211 -7.955 -0.730
H 3.274 -2.229 2.682
C 0.114 -0.330 3.921
H -2.336 -2.785 -2.187
C -3.502 4.401 -3.182
C -0.783 5.199 -2.719
C 2.274 -3.329 -0.139
C 2.101 -6.065 1.181
C -5.825 3.853 -3.621
C 2.401 -5.846 -0.310
H -4.883 -0.095 1.038
H 0.510 2.583 1.837
C 1.931 -1.949 4.345
H -1.767 -1.485 5.567
H -1.208 2.258 3.475
C -1.253 2.261 -6.467
C 1.744 -0.843 2.200
H 1.319 0.783 -4.842
C 1.767 -2.086 -0.481
O 0.244 -0.769 -1.764
H -3.054 -0.290 5.323
C -3.965 0.022 0.488
H 4.409 -5.080 0.052
C 0.986 7.359 -2.500
C 0.943 4.637 1.811
N 1.980 5.508 1.633
N -2.308 0.944 -0.727
H 2.524 -5.263 1.788
H 1.116 -2.695 -4.768
C -0.873 -4.400 -3.995
C -2.163 -0.740 4.873
H -0.447 -2.093 -5.369
C 0.419 1.383 -4.966
H 0.749 -3.549 6.294
C -3.480 1.176 -0.150
C 1.837 -4.495 -0.751
C 0.384 -3.115 -2.175
H 4.238 -4.315 5.426
H 3.532 -2.835 7.294
H -0.153 7.906 -0.760
C 0.907 -4.341 -1.777
C 3.803 -3.619 4.702
C 3.083 -2.149 6.567
O 0.081 0.788 1.799
H 1.023 -6.073 1.351
H -2.567 -2.445 -3.912
H -2.463 -1.255 3.958
C 0.595 -0.071 2.583
H 0.409 -1.400 5.727
H -5.376 7.203 -3.605
H 0.027 1.834 5.618
H 0.021 -4.923 -4.341
H 2.014 -6.931 -2.160
H 0.366 0.989 -7.080
H 3.989 5.792 1.537
H 1.206 -4.521 4.893
C 2.394 -1.721 3.056
C 0.791 -1.235 4.723
H 0.574 -5.227 -2.294
H 1.678 8.188 -2.411
C -1.839 2.921 -5.397
N -2.029 -0.336 -0.462
C -0.047 7.211 -1.584
S -0.645 5.124 1.956
H -3.061 6.500 -3.172
H -1.719 -1.278 -2.889
H 2.256 -1.628 7.054
H 4.160 -5.710 -1.576
C -0.917 6.137 -1.692
H -0.314 0.394 6.586
H -1.141 -0.707 -0.849
Se 2.510 -0.570 0.450
C -6.143 5.204 -3.709
C 0.181 -2.205 -4.478
H -6.598 3.104 -3.753
C 0.273 5.346 -3.617
C 2.501 2.852 2.073
N 1.254 3.293 1.886
H -2.094 0.971 2.681
C 1.595 -3.992 5.765
C -4.525 3.459 -3.352
C -3.833 5.750 -3.283
H 2.611 1.794 2.260
H 4.344 -6.831 -0.208
H -2.702 3.557 -5.563
H 4.576 -2.904 4.412
H -2.741 1.708 4.163
C 3.206 5.058 1.715
C 1.145 6.422 -3.511
P -1.874 3.717 -2.671
C -0.162 1.979 -3.836
C 3.546 3.729 2.012
H 1.961 6.521 -4.218
C -2.988 -0.928 0.260
C -1.874 -2.338 -3.071
C -1.293 2.775 -4.118
H 3.024 -3.366 0.643
C 3.922 -5.869 -0.522
C -0.725 1.074 5.837
*
```

[3]
ORCA calculation (ωB97M-V/def2-TZVPD) on a molecular structure, C33H35F5MgN4P2S in a non-equilibrium geometry.

Computed properties:
HOMO energy (eV): -8.072
Energy above the lowest of the compared OMol25 structures with the same formula, charge and spin (kcal per mole): 36.5
Calculated total energy (hartree): -3277.60672

Geometry as ORCA input:
```
! RIJCOSX wB97M-V def2-TZVPD def2/J DEFGRID3
* xyz 0 1
H -1.503 -0.909 1.188
H 2.292 0.960 3.076
F -4.710 0.303 3.759
C 0.283 0.497 -5.223
H 4.226 -0.956 3.314
C -0.476 -3.765 1.774
C -1.752 -1.531 4.143
H 2.713 2.257 -1.995
C -0.468 -1.315 1.240
C -5.494 0.796 2.759
C 2.210 5.200 -0.062
C -6.885 0.838 2.925
F -7.789 1.154 -0.618
H 0.728 -5.307 -3.061
C 1.793 1.909 -1.474
C 2.454 0.351 -5.913
C 0.156 -0.891 2.591
C 2.410 -3.856 -2.731
H 0.565 0.124 2.431
P 1.759 2.446 0.381
C 3.251 6.117 0.010
C 3.067 0.710 2.350
H -0.548 0.208 4.325
H 6.131 -0.289 1.414
H -3.128 -1.237 -1.407
N 1.071 0.099 -4.129
C 3.972 4.153 0.907
H -4.771 -0.586 -1.329
H 0.907 2.391 -1.958
H -1.994 -3.436 4.922
C 1.110 0.629 -6.331
H 3.181 -0.202 -3.833
H -0.779 0.675 -5.115
H 3.328 -4.440 -2.767
H -0.836 -3.068 -2.876
C -5.738 1.376 0.444
H -0.764 -2.955 -0.152
H 4.953 1.564 -0.183
N 3.237 1.413 1.138
H 4.486 3.362 1.431
H 1.448 -0.011 -0.520
C -3.749 -0.380 -1.702
H 2.726 -0.025 -1.730
H 0.147 -0.764 0.501
H 3.195 -1.757 -2.430
C -7.087 1.174 0.529
F -9.019 0.819 1.833
C -4.863 1.098 1.509
H 1.184 5.320 -0.386
H -2.513 -1.154 4.824
N 1.048 -2.025 -2.577
H 3.365 0.361 -6.497
C -0.449 -2.766 0.883
C 2.380 -2.468 -2.553
F -5.279 2.063 -0.711
C -1.864 -3.001 3.906
C 2.408 0.037 -4.554
C 1.048 -4.286 -2.888
H 3.256 7.144 -0.336
H -0.613 -4.755 1.346
C -7.684 0.971 1.778
H 0.337 -3.127 3.648
C 5.103 0.092 1.527
C 0.238 -3.155 -2.776
H -0.599 -4.662 3.612
P 0.337 -0.329 -2.585
C 4.516 1.045 0.669
H -2.766 -3.277 3.318
C -0.742 -0.722 3.781
H 1.029 -1.525 2.791
N 2.661 3.952 0.433
H 0.829 0.878 -7.343
Mg -3.337 1.515 -0.972
C 4.374 5.447 0.605
F -7.459 0.671 4.154
C 4.126 -0.189 2.547
C 1.715 0.377 -1.519
S -3.192 0.690 1.258
C -0.563 -3.623 3.264
H 5.360 5.843 0.801
H -3.703 -0.285 -2.802
*
```

[4]
ORCA calculation (ωB97M-V/def2-TZVPD) on 5 unconnected molecules or ions with the total composition C5H20NO6 in a non-equilibrium geometry.

Computed properties:
Expectation value of S²: 0.76
HOMO energy (spin up / spin down) (eV): -10.351 / -10.339
Energy above the lowest of the compared OMol25 structures with the same formula, charge and spin (kcal per mole): 32.7
Calculated total energy (hartree): -708.51586

Geometry as ORCA input:
```
! RIJCOSX wB97M-V def2-TZVPD def2/J DEFGRID3
* xyz 0 2
H -0.538 0.790 -1.290
H -0.645 -2.282 1.397
H 2.037 -2.520 -0.108
O -0.436 3.419 0.226
N -1.763 -0.624 0.691
H -0.807 0.304 2.458
O 1.457 -1.404 2.242
H -0.231 -0.424 -2.463
H 1.798 -0.919 1.468
H -0.997 2.519 0.593
O 2.147 0.108 -1.771
C -0.173 -0.240 -1.378
O 0.952 2.883 -1.796
H -1.056 -2.105 -0.794
O -1.723 1.578 1.144
H -2.735 -0.296 0.646
H 0.306 3.052 -1.013
H 0.948 -2.781 -1.308
H -0.004 0.601 1.004
H 1.238 -0.136 0.098
H -2.225 -0.884 -1.324
H 0.470 2.513 -2.543
C 1.250 -0.600 -0.903
C 1.743 -2.068 -1.120
H 2.613 -2.030 -1.727
H 2.030 1.070 -1.721
C -1.346 -1.052 -0.651
O -1.151 -2.998 1.784
H 0.465 -1.472 2.167
H -1.978 -2.803 1.321
C -1.015 0.431 1.395
H -0.826 4.140 -0.273
*
```

[5]
ORCA calculation (ωB97M-V/def2-TZVPD) on a molecular structure, C26H50CuN2O8 in a non-equilibrium geometry.

Computed properties:
Expectation value of S²: 0.76
HOMO energy (spin up / spin down) (eV): -14.569 / -14.464
Calculated total energy (hartree): -3371.89786

Geometry as ORCA input:
```
! RIJCOSX wB97M-V def2-TZVPD def2/J DEFGRID3
* xyz 2 2
C 1.881 -3.609 -3.180
H -4.673 -4.414 -1.184
C -0.203 4.597 -2.626
O -1.822 -3.156 -1.947
H 1.216 1.411 5.259
C 0.562 -0.974 4.580
H 1.334 2.239 3.785
C 0.614 2.091 -2.799
H 2.863 0.186 3.228
H 0.663 -1.942 4.089
C -0.531 3.164 -3.221
O -3.515 -2.832 -0.596
O -0.582 -1.027 1.797
H -0.554 3.022 5.315
H 2.756 1.677 -1.359
H -1.319 -5.730 -1.268
C 1.899 0.036 2.742
C 1.620 -2.541 -1.256
H 3.680 -4.264 -2.162
H 2.000 2.919 1.107
C 2.598 -4.362 -2.067
H -3.514 1.765 1.921
H -0.745 1.322 5.720
C 0.722 1.491 4.290
H 0.610 -0.032 -2.801
C -3.626 -4.191 -0.979
H 2.059 3.369 -3.971
H 2.742 1.938 -3.291
H 2.717 -6.505 -2.536
H 1.222 -6.072 -1.745
O 1.267 -2.535 -2.568
H -1.473 2.855 3.103
H 1.949 0.803 1.969
C 1.106 3.476 0.828
H -0.036 5.416 -0.712
H 2.658 -3.235 -3.848
C -2.677 -0.268 3.920
O 1.959 1.342 -0.940
N -0.562 0.079 2.638
O -2.020 -1.118 -1.076
C -2.663 1.101 1.772
H 2.607 4.476 -2.199
H 2.406 5.453 -0.755
H 0.207 3.068 1.290
H -0.379 -0.758 5.086
H -0.257 0.696 -4.090
H -0.959 -1.675 2.398
H 1.264 -0.869 5.408
C -0.085 0.779 -3.016
H -3.322 -4.844 -0.160
C 1.832 2.326 -3.750
H -2.061 1.744 1.129
H 3.290 3.966 -0.653
H -2.517 -1.235 3.444
H 0.718 5.039 -3.007
Cu -0.139 0.401 -0.190
H 1.324 4.452 1.261
C -2.450 -2.251 -1.200
C 2.282 -5.827 -1.801
H -1.015 -5.376 -2.882
H 2.659 -6.242 -0.866
H -3.169 -4.015 -3.102
H -0.566 3.281 -4.304
N 0.935 2.235 -1.337
C 0.582 0.119 3.576
H 1.155 -4.263 -3.664
H -1.009 5.300 -2.838
H -2.595 2.152 4.362
H -3.701 0.078 3.780
C -1.865 0.665 3.031
H 1.672 2.007 -4.780
C -0.553 2.014 4.900
H -1.511 2.891 -2.830
O 2.375 -3.582 -0.905
H 1.958 -0.915 2.212
C -1.658 2.050 3.815
H -1.010 0.611 -2.464
H -3.155 0.242 1.314
C -0.054 4.418 -1.151
H -2.323 -0.186 4.947
C 2.423 4.428 -1.125
C -1.850 -5.518 -2.196
H -2.436 -6.389 -2.489
C -2.687 -4.262 -2.156
C 1.130 3.624 -0.738
O 1.240 -1.677 -0.485
H -0.912 3.880 -0.749
*
```